[1]
Molecular formula: C18H29N2O5ReS
Method: DFT, ωB97M-V/def2-TZVPD

Total energy in eV: -45310.0139
Net charge: +1
HOMO-LUMO gap (alpha / beta) in eV: 7.194 / 8.206
ΔE to the lowest compared entry with this formula, charge and spin in eV: 0.273
2S+1: 4

Geometry as XYZ:
```
56
Properties=species:S:1:pos:R:3:forces:R:3
Re -0.1953 -0.2623 -0.6709 -0.2982 -0.2691 0.3997
S -1.1567 -1.1841 -2.9238 -0.1948 0.0208 0.4490
O 1.2917 0.7377 -2.1735 0.3103 0.2013 -0.4860
O 2.5367 0.1623 0.7754 0.0223 0.0027 0.1848
O 0.8215 2.2638 0.5108 -0.0941 -0.0135 0.0612
O -0.8748 2.1747 -1.5051 0.1077 0.0868 0.2329
O 2.0051 -1.7458 -1.1955 0.1437 -0.0175 -0.0578
N -3.4161 -2.4620 -3.3600 0.1689 0.0270 -0.2429
N -3.1489 -1.7939 -1.2038 0.1260 -0.0177 -0.1412
C 2.1425 0.9010 1.9276 0.1304 -0.3524 -0.1330
C -2.7382 -1.8620 4.5522 0.0059 0.0016 -0.0097
C -2.6340 -0.5196 4.2084 0.0643 0.0122 -0.1041
C 2.4669 -1.3081 -2.4746 0.0681 -0.4273 0.2362
C -1.5778 -1.1254 2.1215 0.3084 0.0906 -0.5994
C 0.7680 1.7087 -3.1182 0.4311 -0.6061 0.2692
C 1.8490 2.3032 1.4974 -0.1941 0.2172 -0.1727
C -2.6671 -1.8544 -2.4391 -0.1430 0.0000 0.1709
C -0.1799 3.2487 0.6368 0.1076 -0.0008 -0.0322
C 2.7092 -1.2144 1.0596 -0.1187 0.3074 0.1739
C -0.9551 -0.7347 0.8508 0.0662 0.0886 0.1009
C -1.2858 2.9936 -0.4070 0.1294 -0.0506 -0.1597
C 0.1079 2.7873 -2.3340 -0.3004 0.2204 0.1831
C 3.0424 -1.9268 -0.2121 -0.0900 -0.1194 -0.3822
C -1.6890 -2.4722 2.4720 -0.0361 -0.2067 0.0488
C -2.0516 -0.1540 3.0017 -0.1309 0.1997 0.1648
C -2.2637 -2.8368 3.6831 0.0396 0.0197 -0.1039
C 2.5985 0.1753 -2.4726 -0.5744 0.5860 -0.0384
H -0.6277 3.2111 1.6355 -0.0428 0.0378 0.0243
H -4.0128 -2.2446 -0.9530 -0.0378 -0.0088 -0.0279
H 1.5878 2.1212 -3.7005 0.0586 0.0497 -0.0732
H -0.3609 3.4960 -3.0207 -0.0836 0.1069 -0.0006
H -1.3183 -3.2300 1.7878 -0.0232 0.0598 0.0724
H -1.9656 0.8932 2.7267 -0.0028 -0.0802 0.0439
H -2.5688 -1.3905 -0.4738 0.1259 0.0490 0.0140
H 2.7422 2.7627 1.0689 0.0451 0.0598 -0.0594
H -3.0818 -2.4991 -4.3066 -0.0338 -0.0401 -0.0170
H -4.3107 -2.8663 -3.1451 -0.0286 -0.0022 -0.0042
H -1.6484 3.9485 -0.7912 -0.0509 0.0768 -0.0005
H 1.7939 -1.6212 1.5003 -0.0898 -0.0221 0.0043
H 3.5284 -1.3575 1.7716 0.0512 -0.0593 0.0538
H 3.2745 0.5181 -1.6973 0.1476 0.0547 0.1636
H 1.5467 2.8951 2.3659 -0.0591 -0.0196 0.0015
H -3.0043 0.2421 4.8831 0.0155 -0.0107 -0.0245
H 1.2489 0.4470 2.3672 -0.0523 -0.0339 0.0000
H 2.9350 0.5424 -3.4403 0.0240 -0.0023 -0.0768
H 1.7249 -1.6295 -3.2024 -0.0851 -0.0404 -0.0223
H 3.9968 -1.5729 -0.6083 -0.0239 0.0760 -0.0182
H -3.1876 -2.1479 5.4960 0.0280 0.0195 -0.0621
H 2.9451 0.8971 2.6732 0.0293 0.0056 0.0238
H -2.3430 -3.8841 3.9485 0.0093 0.0413 -0.0144
H 3.4228 -1.7663 -2.7395 0.0183 -0.1047 0.0759
H 0.0687 1.2020 -3.7781 -0.1254 -0.0402 -0.1066
H 0.8456 3.3066 -1.7258 0.0862 0.0482 0.0812
H 3.1331 -2.9928 -0.0075 0.0396 -0.1113 -0.0200
H 0.2530 4.2453 0.5151 0.0640 0.0770 -0.0653
H -2.1229 2.4744 0.0436 -0.0589 -0.1874 0.0218
```
Forces are in eV/Å.

---

[2]
Molecular formula: C18H29NO6
Method: DFT, ωB97M-V/def2-TZVPD

Total energy in eV: -32906.5783
Structure (SMILES): O=[N+]([O-])c1ccccc1.CC(C)=O.CC(C)=O.CC(C)=O.CC(C)=O
Net charge: 0
HOMO-LUMO gap in eV: 8.731
ΔE to the lowest compared entry with this formula, charge and spin in eV: 4.709

Geometry as XYZ:
```
54
Properties=species:S:1:pos:R:3:forces:R:3
O -0.0954 1.2455 -3.8856 1.9514 -0.8601 -1.1819
O 6.3837 -4.1976 -1.6650 -1.5698 -0.5883 -0.8197
O 1.7676 -1.5861 -1.1565 -0.0364 1.5917 0.6668
O -2.8160 4.3187 1.9947 0.1812 -0.7999 -0.3554
O 3.5326 -0.3698 -0.9693 -0.5038 0.3436 -0.0538
O -5.5155 -0.3956 3.7503 0.6984 -0.4441 -2.3268
N 2.3679 -0.6074 -0.6943 0.9116 -1.2577 0.4072
C 0.9935 0.9094 -4.3775 -1.9832 1.6482 0.5372
C -3.6349 -0.9308 2.5093 0.6929 -0.3042 -1.7367
C 1.1726 0.0246 -5.5491 -1.3377 0.4092 -0.4035
C -3.1941 4.7877 4.2357 -0.2351 -0.0069 1.1817
C 1.7365 2.1250 1.9222 2.1913 -0.7372 -0.4576
C -5.9430 -0.8272 1.4621 -0.6330 -1.1542 -0.7484
C 5.3354 -4.9702 -3.6838 0.4075 0.5853 0.2162
C 1.7563 0.2542 0.3563 0.2092 1.1257 1.1534
C -3.0821 3.8582 3.0760 -0.4821 -0.4655 0.3253
C 0.4238 1.9247 2.2346 -0.4904 -0.8623 -0.7004
C 2.2661 1.3368 -3.7774 1.1109 -0.3814 2.2121
C 2.4731 1.2978 1.0319 -1.5158 -0.4558 -0.4051
C 0.4544 -0.0030 0.7408 -1.2645 0.6838 -0.1256
C 3.9403 -4.2657 -1.6280 0.1302 0.0360 0.5744
C -5.0579 -0.6733 2.6145 -2.2514 2.1375 4.8991
C -0.2391 0.8574 1.6213 0.7818 -0.0074 0.3884
C -3.4972 2.3721 3.3499 0.2803 0.5362 -0.6820
C 5.3452 -4.4820 -2.2524 -0.5506 0.9262 0.8143
H -6.9689 -1.1193 1.6869 0.0462 0.5007 0.6247
H 2.7338 2.3173 -3.8662 -0.6367 0.1650 -0.6928
H -3.3174 -0.7521 1.4820 0.2539 0.0347 -0.1293
H -5.9670 0.0802 0.8587 0.3068 -0.2724 -0.3459
H -2.9857 4.3059 5.1910 0.3122 -0.0819 -0.0131
H 3.9499 -4.1251 -0.5472 0.5416 0.1481 -0.0055
H -5.5709 -1.7296 0.9770 0.2020 0.3552 -1.0288
H 6.3796 -5.2360 -3.8483 -0.3299 -0.7982 -0.4987
H 2.0251 1.2638 -2.7169 0.3026 0.1970 0.3275
H -2.6171 5.7080 4.1441 -0.0433 -0.1872 -0.2611
H 1.8467 0.5183 -6.2490 0.3623 -0.3830 0.0975
H 0.1937 -0.0252 -6.0260 0.0808 -0.6588 -0.0960
H -3.7231 -2.0155 2.5705 1.1077 -0.3747 0.4751
H -0.0784 -0.8134 0.2656 0.0165 -0.0900 -0.0159
H 2.2685 2.8750 2.4886 0.2336 0.1685 -0.2187
H -4.5715 2.2636 3.2010 -0.1579 0.2686 0.1134
H 3.4488 -3.3788 -2.0279 0.3282 0.2261 -0.2523
H -2.9734 -0.3930 3.1884 -0.4199 -0.6398 0.3135
H 4.5120 -5.6556 -3.8845 0.5733 -0.6509 0.1957
H 5.1160 -4.1829 -4.4050 0.0659 0.5825 0.3078
H -4.2488 5.0418 4.3409 -0.1918 0.2001 -0.2072
H -1.2629 0.7094 1.9318 -0.0543 -0.4401 -0.4148
H 3.1882 -5.0430 -1.7634 0.4146 -0.4525 -0.5153
H -0.0210 2.5812 2.9678 -0.3817 -0.0898 -0.0994
H 3.0508 0.5970 -3.9361 0.0493 0.0095 -0.2434
H -3.2847 1.9945 4.3501 0.0974 0.3332 0.0348
H 1.5363 -0.9216 -5.1486 0.0916 -0.1474 -0.5203
H 3.5329 1.4490 0.8893 -0.0652 0.0221 -0.2114
H -3.0653 1.6826 2.6246 0.2014 0.3572 -0.0993
```
Forces are in eV/Å.

---

[3]
Molecular formula: C18H29NOS
Method: DFT, ωB97M-V/def2-TZVPD

Total energy in eV: -33509.6939
Structure (SMILES): CSC[C@@H](C)N1CCC(CO)(CCc2ccccc2)CC1
Net charge: 0
HOMO-LUMO gap in eV: 8.808
ΔE to the lowest compared entry with this formula, charge and spin in eV: 0.053

Geometry as XYZ:
```
50
Properties=species:S:1:pos:R:3:forces:R:3
S 6.1555 -0.0445 -0.0983 -0.0087 0.1205 -0.0233
O -0.5303 2.8110 -0.2598 -0.1803 0.2758 -0.4274
N 2.1000 -0.6977 0.1358 -0.1700 -0.0154 -0.0646
C 3.5154 -0.9882 -0.0160 0.2442 -0.1523 0.1100
C -5.9275 -1.5219 -1.1357 -0.0246 -0.0871 -0.0418
C 0.0360 0.1046 -0.8670 0.1321 0.2793 0.0546
C -6.8775 -1.0900 -0.2258 -0.1024 -0.0445 0.0150
C 0.1473 -0.4051 1.5592 0.1723 0.2478 -0.0621
C 1.5578 0.2215 -0.8446 -0.2092 -0.0972 -0.1657
C 1.6695 -0.3129 1.4638 -0.1659 -0.1325 0.1004
C -6.5828 -0.0399 0.6263 -0.0800 -0.0083 0.0667
C 3.8799 -2.3057 0.6664 -0.0186 0.1806 -0.2485
C -3.0243 0.7881 -0.3774 0.0526 -0.3086 0.1866
C 5.9847 0.5209 -1.8146 -0.1386 -0.1763 0.5009
C -5.3440 0.5737 0.5682 0.0318 0.0059 -0.0193
C -4.6902 -0.9063 -1.1915 0.0128 0.0325 0.0104
C -2.0685 0.0053 0.5330 0.2915 0.2564 -0.1478
C 4.4362 0.1424 0.4687 0.2949 -0.1381 -0.4028
C -0.5864 0.4323 0.4964 -0.1469 -0.1032 0.0019
C -0.4450 1.9355 0.8365 0.1244 -0.3636 0.3527
C -4.3852 0.1496 -0.3421 -0.0155 0.1700 -0.0896
H 3.1991 -3.0871 0.3415 -0.0633 -0.0957 -0.0136
H -6.1519 -2.3402 -1.8044 -0.0187 -0.0597 -0.0541
H -0.1330 -1.4509 1.4231 -0.0451 -0.0573 0.0593
H 4.8964 -2.5823 0.3993 0.0747 -0.0595 0.0431
H 4.0875 1.1147 0.1184 -0.0751 0.0588 0.1077
H -3.9519 -1.2452 -1.9048 0.0895 -0.0309 -0.0854
H -5.1203 1.3946 1.2354 0.0368 0.0973 0.0600
H 5.5829 1.5305 -1.8238 -0.0010 0.0788 -0.1130
H 1.9470 -0.0490 -1.8299 0.0377 0.0597 0.0443
H 2.1040 -0.9994 2.1917 0.0251 0.0720 0.0453
H -7.3198 0.3029 1.3379 -0.0592 0.0264 0.0516
H -0.1689 -0.0944 2.5573 -0.0803 -0.0127 0.0917
H 1.8363 1.2693 -0.6438 0.0578 0.0165 -0.0511
H -7.8443 -1.5692 -0.1820 -0.0753 -0.0343 -0.0004
H 0.5400 2.1319 1.2630 -0.0857 -0.0237 0.0519
H -0.3479 0.7740 -1.6374 -0.0619 -0.0448 -0.0289
H 4.4953 0.1533 1.5566 -0.0714 0.0693 0.0515
H -1.3973 2.7193 -0.6687 0.0634 0.0408 0.0144
H -2.6485 0.7815 -1.4022 0.0122 0.0957 -0.0395
H -1.1928 2.1969 1.6004 0.0861 -0.0572 0.0144
H 3.8267 -2.2206 1.7485 -0.0056 -0.0116 0.1672
H 3.6731 -1.1220 -1.0933 0.0039 0.0393 0.0963
H -2.1284 -1.0507 0.2580 -0.0055 -0.0568 0.0383
H 2.0015 0.7075 1.7234 0.0532 -0.0626 0.0322
H -0.2261 -0.9209 -1.1326 -0.0231 -0.0682 -0.0403
H -3.1124 1.8199 -0.0300 0.0199 0.0848 -0.0511
H -2.4297 0.0909 1.5616 -0.0357 -0.0534 0.0568
H 6.9807 0.5133 -2.2441 0.0573 0.0175 -0.0959
H 5.3391 -0.1539 -2.3692 -0.0064 0.0296 -0.1589
```
Forces are in eV/Å.

---

[4]
Molecular formula: C18H30B11Br6ClN8O8Sc
Method: DFT, ωB97M-V/def2-TZVPD

Total energy in eV: -508386.5107
Net charge: +1
HOMO-LUMO gap in eV: 8.912
ΔE to the lowest compared entry with this formula, charge and spin in eV: 0.000

Geometry as XYZ:
```
83
Properties=species:S:1:pos:R:3:forces:R:3
Br 1.5465 0.5962 -3.0301 0.0097 -0.0184 0.0560
Br 0.6431 -3.1850 -3.2451 0.0332 -0.0029 0.0132
Br 3.0645 -1.6205 -5.7668 0.0120 -0.0023 0.0359
Br 1.1802 -1.5027 0.0652 0.2111 -0.1799 0.0870
Br 4.1599 1.0528 -0.2985 -0.0547 -0.0338 0.0277
Br 5.2305 0.9572 -3.9185 -0.0069 -0.0261 0.0150
Sc -0.0917 0.9659 -0.6587 -0.3396 -0.0975 -0.1436
Cl -2.4450 -3.3579 2.7565 -0.0221 0.0028 0.0089
O -5.1500 -2.6784 -3.5031 -0.0526 0.0709 -0.0064
O -5.6247 -2.2564 -1.3836 0.0026 0.0695 0.1140
O -1.9472 1.4685 3.0088 -0.0414 -0.1131 0.0510
O 0.4777 2.9378 -0.9193 0.2527 0.3301 -0.0322
O -3.3121 1.6126 -2.8828 0.0605 -0.0347 -0.0075
O -1.3979 1.2708 0.8697 0.0763 -0.0792 0.0888
O -1.8361 -1.5485 0.9304 0.0892 0.0046 -0.0007
O -4.0520 -1.3344 0.7097 -0.1665 -0.0387 -0.0774
N -2.7026 3.7792 -3.1583 0.0327 -0.0004 -0.0033
N -0.9928 0.2962 5.2236 0.0399 -0.0278 0.0053
N -0.8079 -1.4799 6.6887 -0.0229 -0.0223 0.0273
N -1.3447 2.2976 -1.9379 0.0406 0.0471 -0.1768
N -1.5198 -0.6404 -1.6536 -0.0919 -0.1096 0.0496
N -2.7612 -1.1402 5.5062 0.0619 -0.0208 0.0199
N -1.5773 -0.7485 -2.9829 0.0378 0.0616 0.0013
N 1.1479 1.5123 1.2091 0.0825 -0.0658 0.0925
C -2.9574 -1.3341 0.2132 0.0413 0.0851 -0.0242
C -1.5066 -0.7673 5.8008 -0.0424 0.0013 -0.0110
C 0.8887 2.3491 3.5125 -0.0144 0.0309 0.0208
C -2.6742 -1.1648 -1.2244 -0.0240 0.0302 -0.0471
C -0.5068 3.3065 -1.6624 -0.0980 -0.0561 -0.0595
C 4.9601 -3.1060 -1.9069 0.0026 -0.0078 -0.0068
C -3.4727 -1.5875 -2.3009 -0.0269 -0.0095 0.0139
C -0.7245 4.6166 -2.1470 0.0481 0.0272 0.0109
C -1.8410 4.7851 -2.8964 -0.0510 0.0121 -0.0194
C 0.3908 1.3536 2.4595 -0.0099 -0.0742 -0.1634
C -2.6994 -1.3152 -3.4118 -0.0224 0.0557 0.0034
C -2.0297 -1.6888 2.3155 0.0341 0.0075 0.0040
C -3.9189 3.9883 -3.9423 0.0013 0.0010 -0.0007
C 0.3029 2.3333 4.9263 -0.0292 0.0297 0.0366
C -2.4936 2.4801 -2.6625 -0.1139 -0.0096 0.0702
C 0.2415 0.9719 5.6193 0.0054 0.0034 -0.0296
C -4.8244 -2.2182 -2.4452 0.1931 -0.1404 0.0003
C -1.1077 1.3920 2.1125 -0.0366 0.1430 0.0008
B 3.3489 -3.3967 -1.4745 0.0068 -0.0087 -0.0256
B 2.4144 -2.5644 -2.7287 0.0351 0.0101 0.0185
B 5.2006 -2.2658 -3.3675 -0.0254 0.0091 0.0162
B 5.4958 -1.5020 -1.7884 -0.0160 -0.0204 -0.0167
B 2.8583 -0.8413 -2.6318 -0.0921 0.0585 0.0203
B 3.8790 -3.4388 -3.1745 0.0278 0.0150 0.0162
B 4.0479 -0.6087 -1.3274 -0.0015 0.0334 -0.0445
B 3.5611 -1.8507 -3.9055 0.0042 -0.0404 -0.0531
B 4.5734 -0.6422 -3.0404 0.0281 0.0264 -0.0055
B 4.3486 -2.1936 -0.6132 0.0256 -0.0379 -0.0084
B 2.7259 -1.7824 -1.1564 -0.0349 -0.0160 -0.0084
H 6.1104 -2.5216 -4.0702 -0.0112 0.0115 0.0101
H -1.4979 0.7376 4.4348 -0.0523 0.0742 -0.0181
H 0.1512 -1.2583 6.8876 0.0103 -0.0013 -0.0107
H -3.0683 -2.0860 5.6585 0.0086 -0.0044 -0.0010
H -3.9432 3.2897 -4.7744 0.0012 -0.0026 -0.0087
H 1.2752 2.5016 0.9988 0.0645 -0.0225 0.0509
H 0.9267 2.9885 5.5346 0.0045 0.0009 0.0015
H -0.7744 -0.4759 -3.5343 -0.0161 0.0102 0.0135
H 3.9139 -4.4664 -3.7488 -0.0224 0.0111 0.0063
H -2.8247 -1.0309 2.6499 0.0053 -0.0258 -0.0095
H -0.0404 5.4219 -1.9384 0.0105 -0.0113 0.0065
H 5.6764 -3.8769 -1.6670 -0.0019 -0.0009 0.0133
H 0.5620 0.3277 2.8112 0.0483 0.0002 0.0063
H -3.9231 5.0090 -4.3149 0.0075 0.0004 0.0084
H 1.1159 0.3656 5.3574 0.0039 -0.0125 0.0019
H 2.0779 1.1011 1.2692 -0.0610 0.0187 -0.0112
H -5.2252 -1.8270 -0.6037 -0.0209 -0.0021 -0.0631
H -2.9012 -1.4957 -4.4534 -0.0121 -0.0075 -0.0004
H 0.2392 1.1104 6.7024 -0.0125 0.0038 0.0113
H 3.0170 -4.3848 -0.9236 -0.0021 0.0168 -0.0058
H -2.1027 5.7449 -3.3218 0.0020 -0.0023 -0.0008
H -4.7958 3.8138 -3.3230 0.0001 -0.0041 0.0033
H 6.5937 -1.2442 -1.4482 -0.0199 0.0112 0.0023
H -1.2499 -2.1963 7.2378 0.0012 0.0086 0.0080
H 4.6800 -2.3953 0.5008 -0.0157 0.0170 -0.0102
H -1.0762 -1.4605 2.7795 0.0232 0.0096 0.0084
H -3.3166 -0.5683 4.8917 -0.0043 0.0326 0.0188
H -0.6968 2.7694 4.9334 0.0034 -0.0055 0.0083
H 0.7603 3.3567 3.1071 -0.0001 0.0073 0.0130
H 1.9683 2.1878 3.5867 -0.0005 -0.0033 -0.0063
```
Forces are in eV/Å.